Entry 1:
Computed, not measured: a molecular structure, C32H31BGeN8OPd at a distorted geometry, with wB97M-V/def2-TZVPD.

Geometry as ORCA input:
```
! RIJCOSX wB97M-V def2-TZVPD def2/J DEFGRID3
* xyz -1 2
Pd 1.06 0.22 0.32
C 0.71 3.65 2.57
C 0.44 2.29 2.71
N 1.31 1.58 2.01
N 2.13 2.44 1.39
C 1.80 3.70 1.72
B 3.47 1.93 0.78
N 3.35 1.60 -0.72
C 2.97 2.41 -1.72
C 3.39 1.86 -2.91
C 4.04 0.68 -2.52
N 4.03 0.55 -1.20
N 3.78 0.61 1.49
C 4.76 0.37 2.36
C 4.66 -0.93 2.78
C 3.55 -1.42 2.08
N 3.04 -0.48 1.31
H 0.17 4.47 2.99
H -0.31 1.81 3.32
H 2.33 4.55 1.33
H 4.33 2.74 0.98
H 2.45 3.34 -1.53
H 3.24 2.22 -3.91
H 4.51 -0.06 -3.13
H 5.47 1.14 2.62
H 5.28 -1.45 3.48
H 3.12 -2.41 2.12
C -2.16 2.44 0.08
Ge -1.28 0.64 0.38
C -2.36 -0.49 -0.88
C -1.83 -1.68 -1.36
C -2.47 -2.42 -2.33
C -3.70 -2.01 -2.81
C -4.28 -0.86 -2.31
C -3.59 -0.10 -1.38
C -2.00 0.17 2.21
C -2.69 1.10 2.95
C -3.21 0.83 4.22
C -3.09 -0.42 4.75
C -2.38 -1.42 4.05
C -2.25 -2.72 4.58
C -1.53 -3.67 3.91
C -0.84 -3.33 2.74
C -0.93 -2.07 2.22
C -1.76 -1.10 2.81
H -3.19 2.44 0.44
H -2.18 2.67 -0.99
H -1.62 3.23 0.59
H -0.88 -2.03 -0.96
H -2.01 -3.32 -2.73
H -4.22 -2.59 -3.56
H -5.26 -0.55 -2.64
H -4.03 0.83 -1.03
H -2.83 2.09 2.54
H -3.71 1.61 4.77
H -3.53 -0.67 5.71
H -2.74 -2.95 5.52
H -1.47 -4.68 4.30
H -0.22 -4.08 2.26
H -0.32 -1.78 1.35
N -1.38 -0.44 -6.07
C -0.39 -1.27 -5.59
O -0.02 -2.23 -6.25
C 0.16 -0.91 -4.28
C 0.00 0.37 -3.70
C 0.52 0.61 -2.46
N 1.18 -0.32 -1.73
C 1.36 -1.52 -2.29
C 0.88 -1.85 -3.53
H -1.87 -0.77 -6.88
H -1.93 0.10 -5.42
H -0.47 1.17 -4.25
H 0.43 1.59 -2.00
H 1.92 -2.24 -1.70
H 1.06 -2.82 -3.96
*
```

**Energy relative to the best compared isomer or geometry (same formula, charge and spin)**: 30.3 kcal per mole
**LUMO (spin up / spin down)**: 2.2 / 2.3 eV
**HOMO (spin up / spin down)**: -2.5 / -4.6 eV
**⟨S²⟩**: 0.7657

Entry 2:
Computed, not measured: a molecular structure, C32H31ClMoN5OS3 at a distorted geometry, with wB97M-V/def2-TZVPD.

Geometry as ORCA input:
```
! RIJCOSX wB97M-V def2-TZVPD def2/J DEFGRID3
* xyz 1 3
Mo 1.39 0.77 1.94
C 7.22 1.39 0.37
C 6.68 0.04 0.86
N 5.62 0.03 1.93
C 4.40 0.53 1.72
S 3.30 0.33 3.12
N 4.01 0.92 0.52
N 2.71 1.26 0.32
C 2.33 1.78 -0.84
C 3.25 2.30 -1.87
C 0.89 1.99 -0.89
C 0.18 2.54 -1.99
C -1.18 2.64 -1.98
C -1.85 2.22 -0.78
C -1.13 1.64 0.22
N 0.21 1.47 0.19
H 8.00 1.25 -0.37
H 6.37 1.92 -0.11
H 7.58 2.00 1.21
H 6.27 -0.50 -0.01
H 7.50 -0.58 1.23
H 5.87 -0.05 2.92
H 4.23 1.92 -1.60
H 2.97 1.84 -2.87
H 3.27 3.37 -1.89
H 0.72 3.01 -2.81
H -1.77 2.90 -2.85
H -2.92 2.27 -0.65
H -1.61 1.32 1.13
C 3.23 3.73 2.31
C 1.76 3.80 2.76
C 1.29 5.08 3.11
C 0.08 5.20 3.77
C -0.64 4.00 4.09
C -1.84 3.99 4.87
C -2.44 2.85 5.21
C -2.01 1.60 4.66
C -0.82 1.54 3.96
S -0.17 -0.04 3.51
C -0.15 2.75 3.62
N 0.96 2.70 2.82
H 3.91 3.23 3.02
H 3.57 4.76 2.13
H 3.35 3.14 1.38
H 1.82 5.95 2.78
H -0.28 6.18 4.06
H -2.34 4.91 5.00
H -3.27 2.81 5.92
H -2.53 0.64 4.88
O -3.79 -1.80 -4.28
S -3.83 -2.57 -2.99
C -5.17 -3.77 -2.95
C -5.29 -4.58 -1.79
C -6.16 -5.66 -1.79
C -6.99 -5.89 -2.93
C -6.94 -4.92 -3.96
C -6.01 -3.91 -4.01
C -2.44 -3.70 -2.96
C -2.00 -4.16 -1.70
C -0.93 -5.04 -1.65
C -0.28 -5.40 -2.83
C -0.68 -4.87 -4.04
C -1.75 -3.99 -4.13
H -4.72 -4.30 -0.85
H -6.21 -6.39 -0.97
H -7.71 -6.69 -2.94
H -7.68 -5.03 -4.79
H -5.93 -3.29 -4.93
H -2.48 -3.79 -0.80
H -0.60 -5.50 -0.71
H 0.55 -6.11 -2.79
H -0.18 -5.16 -4.95
H -1.99 -3.47 -5.09
Cl 1.19 -1.35 0.81
*
```

**Energy relative to the best compared isomer or geometry (same formula, charge and spin)**: 0.0 kcal per mole
**LUMO (spin up / spin down)**: -4.6 / -4.4 eV
**HOMO (spin up / spin down)**: -10.0 / -10.0 eV
**⟨S²⟩**: 2.0289